# 1
58
Properties=species:S:1:pos:R:3:forces:R:3 method="wB97M-V/def2-TZVPD" charge=+1 orbital_gap_ev=9.67 e_above_lowest_kcal_mol=26.17 spin_multiplicity=1 e_lumo_ev=-2.088
Al 0.69837 -0.43217 -0.78733 0.09 0.51 -0.11
O -1.02444 -0.74937 -0.14680 0.05 -0.18 0.16
C -1.39380 -2.18488 0.04442 -0.09 -0.06 -0.20
C -0.05301 -2.93431 -0.16245 0.22 0.38 0.11
O 0.06422 -4.08465 0.13532 -0.05 -0.12 -0.16
O 0.89308 -2.17139 -0.69147 -0.13 -0.34 0.00
C -2.33324 -2.60243 -1.07878 0.03 0.05 0.03
C -2.32658 -1.95793 -2.31222 -0.02 0.00 0.06
C -3.14642 -2.40488 -3.33863 -0.02 -0.03 0.00
C -3.96229 -3.50888 -3.14434 0.00 0.00 0.02
C -3.96131 -4.16064 -1.91805 -0.01 0.00 0.00
C -3.15385 -3.70878 -0.88606 -0.02 -0.05 -0.01
C -2.00898 -2.30118 1.41819 0.00 -0.03 0.04
C -1.45428 -3.05354 2.44394 0.06 0.04 0.08
C -2.07239 -3.08199 3.68947 0.00 0.01 0.01
C -3.23357 -2.36065 3.91840 0.01 0.00 -0.02
C -3.79465 -1.61164 2.89117 0.02 -0.01 -0.02
C -3.18963 -1.59375 1.64604 -0.11 0.01 0.01
H -1.77847 -0.16815 0.01618 0.03 0.07 -0.06
H -1.69515 -1.09591 -2.48198 0.02 0.02 -0.02
H -3.14651 -1.88969 -4.29042 0.01 0.00 0.01
H -4.59873 -3.86062 -3.94574 0.01 0.01 0.02
H -4.59495 -5.02446 -1.76155 0.02 0.03 -0.01
H -3.15635 -4.22174 0.06811 0.01 0.02 -0.04
H -0.55778 -3.63320 2.27259 -0.05 0.02 0.02
H -1.64011 -3.67808 4.48272 -0.01 0.01 -0.01
H -3.71025 -2.38863 4.88969 0.02 -0.01 -0.02
H -4.71233 -1.06089 3.05098 0.02 -0.01 0.01
H -3.67557 -1.05578 0.83435 0.05 -0.03 0.02
C 4.16607 2.31848 3.51248 -0.02 -0.04 -0.05
C 3.99971 2.73836 2.05896 0.05 -0.04 0.00
N 3.71455 1.59556 1.17418 -0.01 -0.01 0.08
C 4.88226 0.85515 0.67553 -0.01 0.03 -0.02
C 5.19928 1.17850 -0.77927 -0.02 0.02 0.02
C 2.47916 1.21387 0.88447 -0.06 0.06 0.00
C 1.32122 2.03067 1.38351 0.09 -0.06 0.00
N 2.21991 0.13105 0.17535 -0.14 -0.06 -0.06
H 4.35174 3.19275 4.13672 0.01 -0.02 -0.03
H 5.00800 1.63489 3.62928 -0.02 0.00 0.01
H 3.26904 1.81832 3.88183 0.03 0.02 0.01
H 4.91597 3.19707 1.68852 -0.01 0.03 -0.03
H 3.21622 3.48188 1.95197 -0.03 0.01 -0.01
H 4.73239 -0.21544 0.82723 0.00 -0.02 0.03
H 5.72052 1.12919 1.31144 0.01 0.01 0.03
H 4.39896 0.85999 -1.44942 0.03 0.03 0.01
H 6.11711 0.67334 -1.07964 -0.03 0.00 0.00
H 5.34156 2.25211 -0.91016 0.01 -0.03 0.00
H 1.34022 3.02973 0.94916 -0.02 -0.01 -0.03
H 1.35043 2.12415 2.46834 0.05 0.01 0.00
H 0.38513 1.56005 1.10709 -0.03 -0.01 0.00
H 3.03724 -0.40051 -0.09797 0.06 -0.04 0.15
C 1.11763 0.43178 -4.63866 -0.01 0.05 0.02
O 0.63132 1.24201 -3.54413 0.03 -0.03 -0.10
C 0.60943 0.69154 -2.37021 0.03 -0.25 -0.21
O 0.16207 1.36302 -1.40109 -0.12 0.05 0.17
H 0.30183 0.29696 -5.34137 -0.05 0.01 -0.01
H 1.46452 -0.53055 -4.27295 0.01 -0.04 0.05
H 1.92745 0.97417 -5.11595 0.02 0.04 0.02

---

# 2
59
Properties=species:S:1:pos:R:3:forces:R:3 method="wB97M-V/def2-TZVPD" charge=-1 orbital_gap_ev=5.58 e_above_lowest_kcal_mol=0.00 spin_multiplicity=1 e_lumo_ev=1.852
K -0.77407 -0.86827 -1.52447 0.16 -0.12 -0.43
C -3.64579 -2.25728 -0.47049 0.14 -0.09 -0.18
O -2.80188 -2.60269 -1.57747 -0.14 -0.17 0.01
C -2.33231 -3.93486 -1.51991 -0.11 0.07 0.00
C -1.12828 -4.10759 -0.62247 0.12 -0.03 0.01
O 0.03951 -3.66958 -1.31293 -0.12 -0.03 0.11
C 1.17851 -3.81971 -0.48702 -0.03 0.04 0.01
H -4.46704 -2.97927 -0.41384 -0.05 0.05 0.07
H -4.02079 -1.25500 -0.66367 0.02 0.00 0.01
H -3.08085 -2.24584 0.46579 -0.04 0.01 0.02
H -2.06373 -4.22092 -2.53970 0.05 0.00 0.02
H -3.13725 -4.60320 -1.19007 0.00 0.02 0.06
H -1.01062 -5.16591 -0.35238 -0.01 -0.02 -0.03
H -1.23780 -3.52937 0.30439 -0.06 0.00 -0.01
H 1.29178 -4.86446 -0.17314 0.01 -0.01 0.00
H 1.10055 -3.18669 0.40372 0.00 0.00 0.00
H 2.05217 -3.52873 -1.06691 -0.01 0.02 -0.02
S -0.66367 -0.49532 1.35061 -0.21 0.08 0.31
C -2.23752 0.19701 1.75667 0.25 -0.18 -0.05
C -2.70585 -0.03502 3.05897 0.12 0.04 -0.07
C -3.91925 0.44007 3.52749 -0.09 -0.14 0.45
C -4.31984 0.14811 4.88398 0.08 0.12 -0.37
N -4.61925 -0.09436 5.96854 -0.01 -0.02 0.02
C -4.72707 1.18469 2.66187 -0.49 0.27 -0.01
C -4.29380 1.41432 1.36639 0.10 0.02 -0.07
C -3.06843 0.94311 0.86523 -0.02 0.01 -0.23
S -2.71128 1.28973 -0.82592 -0.20 0.09 0.37
C -6.00536 1.71793 3.07525 0.38 -0.24 0.01
N -7.02583 2.13840 3.40122 -0.03 0.03 -0.03
H -2.07490 -0.61080 3.72232 0.00 0.00 0.01
H -4.92827 1.98430 0.70086 0.02 -0.01 -0.02
C 4.14019 -1.35607 -2.09889 0.11 -0.02 0.00
As 2.70585 -0.56379 -1.01523 -0.03 0.18 -0.01
C 3.36634 -1.14279 0.73610 0.01 -0.02 0.00
C 3.39576 1.28741 -0.95220 0.05 -0.19 0.01
C 4.77183 1.49854 -0.82522 -0.10 0.07 -0.01
C 5.29071 2.77942 -0.76307 0.02 0.01 0.00
C 4.43069 3.86950 -0.82102 0.02 0.04 0.00
C 3.06781 3.66420 -0.93584 -0.09 -0.10 -0.02
C 2.52433 2.37770 -1.00572 -0.08 0.01 0.00
As 0.55169 2.06711 -1.09746 0.27 0.30 -0.05
C 0.12003 3.52314 -2.35313 0.06 -0.01 0.11
C 0.12293 3.03262 0.54557 -0.05 -0.16 -0.11
H 5.12444 -1.23827 -1.64626 0.00 -0.02 -0.01
H 4.14081 -0.88864 -3.08302 0.01 -0.01 -0.01
H 3.93841 -2.42063 -2.22079 0.00 -0.01 -0.01
H 4.36710 -0.74826 0.91137 0.00 -0.01 0.04
H 3.39582 -2.23237 0.76141 0.01 0.00 0.01
H 2.68281 -0.79264 1.50873 -0.02 0.02 -0.01
H 5.45090 0.65635 -0.76825 0.00 0.00 0.00
H 6.35929 2.92852 -0.66359 -0.01 0.00 0.00
H 4.82269 4.87835 -0.76699 0.01 -0.01 0.00
H 2.40570 4.52192 -0.96578 0.02 0.01 0.00
H 0.46143 4.49089 -1.98523 -0.03 0.02 -0.02
H -0.96471 3.54137 -2.45229 -0.01 0.00 -0.03
H 0.58059 3.32339 -3.32020 -0.04 0.00 -0.03
H 0.64196 3.99028 0.57304 -0.01 0.02 0.04
H 0.40024 2.40290 1.38858 -0.01 0.03 0.04
H -0.95744 3.16705 0.54243 0.00 0.03 0.06

---

# 3
60
Properties=species:S:1:pos:R:3:forces:R:3 method="wB97M-V/def2-TZVPD" charge=+1 orbital_gap_ev=5.34 e_above_lowest_kcal_mol=0.00 spin_multiplicity=1 e_lumo_ev=-4.433
Au 0.65126 -0.17734 -0.56374 0.34 -0.49 -0.07
C -2.39815 -1.73352 1.36451 0.08 0.00 0.01
Sb -1.42444 0.07101 0.83316 -0.50 0.20 -0.07
C -2.97981 1.08078 -0.20042 0.09 0.00 -0.02
C -1.29163 1.16840 2.66659 0.10 -0.09 0.00
C -0.59687 0.31025 3.67907 -0.19 0.20 -0.13
C -1.35334 -0.58738 4.42829 -0.03 -0.10 0.11
C -0.77249 -1.44130 5.35309 -0.04 0.12 -0.11
C 0.59916 -1.40214 5.54765 0.15 0.06 -0.06
C 1.35897 -0.50049 4.81954 0.07 -0.29 0.18
C 0.78576 0.35546 3.88227 0.29 0.30 -0.13
C 1.69830 1.35514 3.23759 -0.14 -0.41 -0.42
Sb 3.07028 0.59397 1.72077 0.26 -0.16 0.10
C 4.79939 1.46958 2.55641 0.06 -0.10 -0.09
C 3.33244 -1.47734 1.93492 -0.10 -0.04 -0.15
H -3.39408 -1.51716 1.74561 0.01 0.01 0.04
H -1.81853 -2.27732 2.10653 0.00 0.01 0.03
H -2.48053 -2.34606 0.46805 0.01 0.03 -0.02
H -3.89165 1.05697 0.39333 0.02 0.01 0.03
H -3.15518 0.58769 -1.15555 0.02 -0.02 0.00
H -2.68350 2.11044 -0.38978 0.00 0.01 0.01
H -2.30087 1.43495 2.97585 -0.01 -0.04 0.04
H -0.75027 2.08399 2.43678 -0.06 0.03 -0.01
H -2.42825 -0.60515 4.29140 0.00 0.01 -0.01
H -1.38959 -2.12011 5.92527 0.00 -0.01 0.01
H 1.07011 -2.05000 6.27377 0.02 0.00 0.00
H 2.42818 -0.44520 4.99825 0.00 0.00 0.05
H 2.55589 1.53976 3.88237 -0.21 0.38 0.28
H 1.27842 2.28142 2.86160 -0.07 0.02 0.10
H 4.90521 1.15363 3.59351 -0.01 0.02 0.03
H 4.73342 2.55561 2.51059 -0.05 0.00 0.00
H 5.66519 1.13792 1.98712 -0.01 0.00 -0.01
H 3.90426 -1.65801 2.84314 -0.01 0.02 0.03
H 3.88974 -1.82674 1.06772 -0.01 0.02 -0.02
H 2.36932 -1.97812 1.98524 -0.01 0.00 0.01
C 3.99482 2.29701 -1.95831 -0.11 0.05 -0.04
C 3.23628 1.88421 -0.74040 -0.13 0.09 -0.30
O 2.24103 2.42344 -0.29622 0.20 0.10 0.44
O 3.76388 0.83505 -0.11063 0.23 0.05 0.16
H 3.34508 2.87225 -2.61152 0.01 0.02 0.01
H 4.38357 1.42152 -2.46913 0.01 -0.01 -0.01
H 4.83256 2.92451 -1.64727 -0.01 0.00 0.02
S -1.46032 2.26405 -5.65268 0.05 -0.02 0.05
C -0.63268 1.13553 -4.79354 0.05 0.17 -0.08
S 0.98578 1.39062 -4.16267 -0.16 -0.17 0.02
C 0.91898 -0.15517 -3.35774 -0.12 0.03 -0.25
N -0.16830 -0.80764 -3.58004 0.08 -0.10 0.15
N -1.01630 -0.11113 -4.39320 0.04 0.10 -0.15
C -2.28174 -0.72208 -4.65530 -0.11 -0.06 0.07
C -2.89989 -1.41373 -3.62083 0.01 0.02 -0.02
C -4.12184 -2.02655 -3.84189 0.00 0.00 0.00
C -4.72374 -1.94818 -5.08930 -0.01 0.00 -0.02
C -4.09188 -1.26607 -6.11828 -0.02 -0.02 0.02
C -2.86620 -0.65268 -5.91084 0.07 0.02 0.03
S 2.18139 -0.72124 -2.27874 -0.11 0.06 0.18
H -2.40264 -1.49128 -2.66321 0.01 0.00 0.00
H -4.60251 -2.57202 -3.04048 0.00 0.00 0.01
H -5.67869 -2.42574 -5.26151 -0.01 0.00 0.00
H -4.55129 -1.21377 -7.09580 0.00 0.00 -0.01
H -2.37144 -0.12450 -6.71096 0.00 -0.01 0.00

---

# 4
53
Properties=species:S:1:pos:R:3:forces:R:3 method="wB97M-V/def2-TZVPD" charge=-1 orbital_gap_ev="4.90 / 4.91" spin_multiplicity=4 s2=3.75 e_lumo_ev="2.190 / 2.197"
C 4.14415 0.14041 0.97131 0.00 0.10 0.89
C 3.75403 0.23291 2.33809 0.14 -0.13 -0.02
C 3.07394 -0.98813 2.71797 0.85 0.45 -0.54
H 3.86559 1.13980 2.92893 0.06 -0.36 0.09
C 3.06548 -1.80705 1.53339 -0.28 -0.08 -0.31
C 3.70514 -1.09316 0.47657 -0.03 -0.70 0.34
H 3.97362 -1.45196 -0.52799 -0.55 0.09 0.62
H 4.80444 0.80923 0.41343 -0.72 0.05 0.28
H 2.42324 -1.07355 3.60645 0.78 -0.39 -0.08
H 2.62463 -2.80416 1.40602 0.23 0.58 0.23
Er 1.31557 0.16235 1.65965 -0.36 0.38 -3.11
Br 0.93017 2.66171 2.30103 -0.13 0.21 0.31
C 1.32111 2.11766 -2.39436 0.70 -0.22 0.51
C 2.12758 1.03235 -2.85650 0.28 0.18 0.83
C 3.47401 1.25625 -2.41224 -0.91 0.17 0.34
H 1.74555 0.09067 -3.26634 0.19 0.43 -0.13
C 3.50370 2.48036 -1.69095 -1.20 -0.37 -0.10
C 2.17323 3.02123 -1.68579 0.19 -0.79 0.18
H 1.83007 3.86615 -1.07565 0.21 -0.23 -0.45
H 0.22555 2.14364 -2.38998 0.44 0.15 -0.30
H 4.26302 0.50540 -2.39186 0.00 0.21 -0.36
H 4.30837 2.81454 -1.04705 0.14 0.22 -0.27
C -4.50892 1.81810 -0.35062 0.08 0.28 0.13
C -3.26415 1.10142 -0.80862 0.55 0.03 -0.52
C -3.14827 0.62568 -2.12583 -0.37 -0.07 0.25
C -2.04999 -0.12155 -2.57447 0.43 0.57 0.86
C -1.95268 -0.55633 -4.00266 0.12 -0.08 -0.12
C -1.05720 -0.46024 -1.64423 -1.37 -0.40 0.67
C -1.29209 -0.17135 -0.27043 1.18 0.76 -0.36
C -2.20908 0.85827 0.07263 -0.32 -1.26 0.30
N -0.47913 -0.83133 0.67154 1.47 1.00 0.55
C -1.05525 -1.46643 1.87409 0.01 0.11 -0.88
C -1.14949 -0.50447 3.07438 -0.51 -0.19 0.47
C -2.42442 -2.00215 1.45817 0.31 -0.03 0.55
C -0.11832 -2.62694 2.23945 0.22 -0.70 0.09
H -4.68065 2.72228 -0.94722 -0.08 -0.11 0.16
H -5.39048 1.16833 -0.45178 0.21 0.16 0.00
H -4.42013 2.10210 0.71196 -0.06 -0.04 -0.43
H -3.96823 0.82542 -2.81758 0.13 -0.02 0.06
H -2.74875 -1.25719 -4.25655 -0.09 -0.04 0.00
H -2.03089 0.29147 -4.68196 0.04 0.05 -0.04
H -1.00142 -1.05530 -4.18126 0.03 0.04 -0.07
H -0.21634 -1.10995 -1.90114 -0.29 0.24 0.06
H -2.18646 1.27922 1.09974 -0.23 -0.37 -0.81
H -1.83451 0.31752 2.85419 0.13 -0.10 0.08
H -1.52424 -1.03648 3.97409 0.35 0.32 -0.32
H -0.18622 -0.01519 3.37254 -0.52 -0.33 0.21
H -2.25063 -2.52640 0.51481 -0.28 -0.18 0.18
H -2.84859 -2.65775 2.23112 -0.11 0.15 -0.26
H -3.05106 -1.13786 1.24833 -0.36 -0.27 0.09
H 0.80289 -2.32691 2.78667 -0.53 -0.02 -0.23
H 0.22658 -3.14880 1.32486 -0.35 0.31 0.45
H -0.63409 -3.35389 2.89166 0.19 0.27 -0.13